Entry 1:
DFT (the ωB97M-V functional and the def2-TZVPD basis) results for a cluster of 3 separate species, C13H16B2N2O7 in total.

Geometry as XYZ:
```
40
Properties=species:S:1:pos:R:3:forces:R:3:mulliken_charge:R:1
O 1.0499 -2.6118 -1.8583 -0.004 0.338 -0.048 -0.71
O -0.2608 -1.0627 -2.8114 0.397 0.100 0.250 -0.77
O 3.5070 -1.1752 -5.8404 0.216 -0.160 -0.536 -0.52
O 3.0212 -0.6100 -3.2987 0.449 -0.440 0.005 -0.61
O 1.8799 1.0861 -2.2409 -0.365 0.083 -0.015 -0.69
O 3.7642 1.0098 -4.8052 -0.173 -0.449 0.030 -0.46
O 2.4553 0.7062 -6.7664 0.131 0.091 -0.361 -0.58
N -3.3274 1.1132 -1.4197 -0.062 -0.052 0.203 -0.57
N -1.4499 -0.3619 4.1557 0.012 -0.048 0.237 -0.27
C -0.3271 -1.6567 5.8286 -0.035 0.037 0.034 -0.54
C -2.0593 -0.1465 6.4626 0.008 -0.008 0.003 -0.65
C -3.0120 0.4151 1.2620 -0.085 -0.029 0.068 0.23
C 0.8427 -1.4239 -2.2668 -0.499 -0.351 0.049 0.24
C 3.7938 0.4936 -3.4463 -0.332 0.678 0.332 0.34
C 3.1407 1.5582 -2.5073 0.809 -0.563 0.351 -0.60
C -2.4078 0.2130 -1.0444 -0.014 -0.030 -0.281 -0.37
C -3.9674 1.3506 0.8838 -0.016 0.018 -0.060 -0.36
C -2.2245 -0.1609 0.2841 -0.050 0.041 0.128 -0.60
C -4.0797 1.6575 -0.4629 0.036 0.007 -0.071 -0.29
C -2.1902 0.1757 5.1198 -0.040 0.050 -0.060 0.00
C -1.1055 -1.0854 6.8212 0.013 -0.019 0.038 -0.09
C -0.5373 -1.2598 4.5151 0.088 -0.042 -0.190 -0.24
B 2.1071 -0.3887 -2.0944 -0.938 -0.068 -0.129 0.76
B 3.2421 0.1601 -5.7479 -0.051 0.136 0.068 0.67
H -0.9714 -1.3671 7.8584 0.000 -0.001 0.004 0.35
H -1.7796 -0.2413 -1.8142 0.129 0.053 -0.100 0.63
H -4.6080 1.8311 1.6149 -0.016 0.013 -0.022 0.34
H 3.8526 -1.5107 -5.0106 -0.174 -0.072 0.442 0.37
H 3.1491 2.5689 -2.9084 -0.044 0.145 -0.305 0.24
H -1.4673 -0.8927 0.5305 0.060 0.000 -0.091 0.47
H 4.8291 0.2405 -3.1846 0.363 0.410 -0.139 0.14
H -2.6892 0.3256 7.2047 -0.014 0.014 -0.009 0.32
H 0.0517 -1.6769 3.7055 0.017 -0.021 0.017 0.42
H -2.8810 0.1374 2.3004 0.033 0.030 -0.056 0.21
H -2.9272 0.9028 4.7923 -0.012 0.011 0.041 0.33
H -4.8157 2.3833 -0.8030 -0.015 0.016 0.056 0.33
H 1.5402 0.6978 -6.4828 -0.200 0.079 0.057 0.31
H 0.4288 -2.3936 6.0626 0.015 -0.006 -0.027 0.34
H 3.7744 1.5395 -1.5960 -0.029 0.181 0.161 0.19
H 2.6585 -0.5405 -0.9921 0.391 -0.168 -0.076 -0.36
```
Positions in Å, forces in eV/Å.

total charge: -2
largest force on an atom: 1.05 eV/A
HOMO: 0.00799 hartree

---

Entry 2:
DFT (the ωB97M-V functional and the def2-TZVPD basis) results for a structure of composition C13H16BiN2O3S3Sb.

Geometry as XYZ:
```
39
Properties=species:S:1:pos:R:3:forces:R:3:mulliken_spin:R:1
Bi -0.6707 2.2953 0.5637 0.082 -0.032 -0.163 -0.01
Sb -2.9591 2.2632 -2.1775 -0.193 0.684 0.093 0.15
S -3.2693 1.7571 0.1234 -0.018 -0.094 -0.095 0.10
S -0.6695 2.9395 -1.9808 -0.064 -0.174 0.083 0.10
S -4.1795 4.2096 -2.6627 0.202 -0.482 -0.004 0.65
O -1.2778 0.0576 2.2333 0.054 0.014 0.034 0.00
O 1.0360 -0.2265 -1.6218 0.002 -0.003 -0.013 0.00
O -0.6070 -4.0804 0.5838 -0.001 -0.019 -0.003 0.00
N -0.8704 -2.0020 1.4022 0.003 0.001 0.045 0.00
N -0.2043 -0.0415 0.2546 -0.001 0.238 0.056 0.00
C 2.5270 -2.6726 0.2048 0.010 -0.006 -0.007 0.00
C 1.5828 -2.9449 -0.9599 -0.019 0.019 -0.003 0.00
C 0.9966 4.5049 0.8107 0.164 -0.030 -0.063 0.01
C 0.6690 3.5713 2.8713 -0.066 0.066 -0.037 0.00
C 0.2648 4.6155 2.0051 -0.064 0.017 0.177 0.00
C -0.7969 -0.6109 1.3266 -0.089 -0.128 -0.096 0.00
C 0.3875 -0.7595 -0.7445 0.033 -0.048 0.056 0.00
C -2.0783 -1.9859 -1.9184 -0.001 -0.017 -0.010 -0.01
C 1.6333 2.8050 2.2019 0.070 -0.037 0.179 0.00
C -0.6880 -2.6050 -2.0017 0.004 0.000 0.014 0.00
C 0.2059 -2.2845 -0.7844 0.021 -0.042 -0.064 0.00
C 1.8490 3.3795 0.9276 -0.129 0.012 -0.230 0.00
C -0.4514 -2.8844 0.4439 -0.018 0.059 0.010 0.00
H -2.6327 -2.3582 -1.0538 -0.003 0.009 -0.003 0.00
H -1.3416 -2.3742 2.2139 0.010 -0.007 -0.008 0.00
H 3.4961 -3.1444 0.0370 -0.004 0.002 0.002 0.00
H 2.1267 -3.0673 1.1416 0.004 0.001 -0.002 0.00
H 1.4229 -4.0181 -1.0770 -0.003 -0.001 0.007 0.00
H 2.6972 -1.6012 0.3286 0.002 -0.002 0.000 0.00
H -0.1619 -2.2350 -2.8832 0.003 0.009 0.003 0.00
H -2.0294 -0.8981 -1.8363 0.000 -0.003 0.005 0.01
H -0.7581 -3.6922 -2.0787 -0.004 0.003 0.006 0.00
H 0.2746 3.3756 3.8573 -0.001 -0.002 -0.002 0.00
H -0.4684 5.3792 2.2216 -0.003 -0.020 0.026 0.00
H -2.6595 -2.2247 -2.8097 0.002 0.001 0.001 0.00
H 2.0067 -2.5568 -1.8863 0.003 0.006 0.001 0.00
H 2.5604 3.0411 0.1880 -0.030 -0.015 -0.015 0.00
H 2.1277 1.9245 2.5867 0.008 0.014 0.013 0.00
H 0.9095 5.1497 -0.0510 0.032 0.005 0.005 0.00
```
Positions in Å, forces in eV/Å.

energy above the lowest of the compared OMol25 structures with the same formula, charge and spin: 0.00 kcal/mol
total charge: -1
largest force on an atom: 0.72 eV/A
HOMO (spin up / spin down): -0.18650 / -0.18936 hartree
multiplicity: 2

---

Entry 3:
DFT (the ωB97M-V functional and the def2-TZVPD basis) results for a structure of composition C13H16IN3PbS.

Geometry as XYZ:
```
35
Properties=species:S:1:pos:R:3:forces:R:3:mulliken_charge:R:1
Pb 0.7320 1.4530 0.5589 -0.433 0.172 -0.035 0.83
I 0.9035 2.6027 3.2872 0.025 -0.192 0.437 -0.53
S 0.8421 -2.2933 3.9971 -0.317 0.177 -1.194 -0.12
N -1.1336 -0.6267 -0.3499 0.386 -1.266 1.514 -0.17
N -2.1560 -2.4927 0.3348 -0.155 -0.320 0.312 -0.01
N 0.6261 -0.6955 1.9858 0.403 -1.023 1.065 0.09
C 2.9200 3.5284 -0.6261 0.254 0.451 -0.254 -0.61
C 2.4314 4.4616 0.4835 0.179 0.253 0.265 -0.70
C -3.8073 -2.4342 -2.9988 0.147 -0.044 0.748 -0.40
C -3.2010 -1.2419 -3.4448 0.440 0.244 0.565 -0.54
C -2.2961 -0.5387 -2.6271 -0.219 0.023 -0.052 -0.64
C -3.5548 -2.9265 -1.7092 -0.386 0.045 -0.606 -0.86
C -0.3779 -1.6405 1.8279 0.868 0.123 1.269 -0.31
C -0.4087 -2.5907 2.8348 -0.093 0.741 -0.658 -0.25
C 1.3863 -0.9638 3.0411 -1.188 0.246 -0.853 -0.30
C 2.7594 0.4948 0.2103 0.265 -0.196 -0.002 -1.48
C -2.0301 -1.0233 -1.3365 -0.289 -0.936 0.352 0.14
C -1.2175 -1.5525 0.6408 -0.677 1.119 -2.364 0.26
C -2.6872 -2.2034 -0.9122 0.587 0.275 0.053 0.71
H -1.1329 -3.3927 2.9012 0.274 0.028 0.294 0.33
H 2.1001 2.9612 -1.0918 0.277 0.133 0.058 0.11
H 3.5473 0.9975 0.7854 -0.114 -0.194 -0.214 0.33
H 2.2967 3.9574 1.4511 0.081 0.155 -0.502 0.03
H 3.3816 4.1171 -1.4349 -0.167 -0.243 0.177 0.37
H 2.2598 -0.3716 3.3135 -0.403 -0.061 -0.043 0.42
H 3.6692 2.8268 -0.2502 -0.141 0.166 -0.208 0.16
H 1.4757 4.9298 0.2293 0.110 0.011 0.000 0.28
H 2.6634 -0.5418 0.5479 0.233 0.132 -0.259 0.40
H -2.4008 -3.2856 0.9177 0.071 0.301 -0.308 0.22
H -3.4524 -0.8694 -4.4410 0.234 -0.091 0.355 0.36
H -4.4831 -2.9848 -3.6518 0.163 0.197 0.137 0.37
H 2.9707 0.5398 -0.8730 0.076 -0.072 0.502 0.45
H -1.7823 0.3718 -2.9407 -0.283 -0.275 -0.151 0.40
H 3.1620 5.2664 0.6608 -0.220 -0.220 -0.104 0.34
H -4.0056 -3.8387 -1.3211 0.009 0.140 -0.294 0.35
```
Positions in Å, forces in eV/Å.

energy above the lowest of the compared OMol25 structures with the same formula, charge and spin: 0.00 kcal/mol
total charge: 0
largest force on an atom: 2.70 eV/A
HOMO: -0.26609 hartree

---

Entry 4:
DFT (the ωB97M-V functional and the def2-TZVPD basis) results for an isolated molecule of C13H16N2O6.

Geometry as XYZ:
```
37
Properties=species:S:1:pos:R:3:forces:R:3:mulliken_charge:R:1
O 4.3686 2.8725 -0.3259 -3.172 2.054 1.519 -0.46
O 4.4261 -1.9498 -1.5763 -0.074 0.172 -0.437 -0.55
O 2.1331 2.3563 -0.2176 0.573 -0.018 0.068 -0.53
O 1.3788 -0.1689 2.7264 -0.773 0.120 -1.037 -0.68
O 2.4363 -2.6999 -0.8060 -0.523 1.908 0.099 -0.59
O -6.0080 0.3440 -1.4691 1.098 0.646 -0.739 -0.54
N 2.5353 -0.3697 0.8338 1.079 -0.284 0.558 -0.10
N 0.0892 -1.6604 0.1141 1.114 1.215 -1.146 -0.64
C 3.2764 2.0372 -0.3968 2.526 -0.764 -1.255 0.60
C 3.3388 -1.7364 -1.1325 -1.443 -0.254 2.236 0.37
C -4.7699 0.2537 -0.8378 -1.117 0.649 -0.780 1.11
C -1.1343 -0.0451 1.5395 -1.068 2.467 0.882 -1.03
C 2.8186 -0.2995 -0.5970 -0.017 -3.319 -0.916 0.04
C 3.8814 0.6674 -0.8066 0.749 2.207 -0.959 -0.80
C 1.3506 -0.2021 1.5001 1.541 -0.176 0.527 0.13
C 0.0987 -0.2808 0.6422 -1.889 -1.564 1.710 0.29
C -3.3519 -0.9175 0.6496 0.817 -2.332 1.073 0.02
C -4.5094 -0.8380 -0.0779 -0.636 -1.089 0.429 -0.87
C -2.7818 1.2000 -0.0513 2.403 0.541 1.497 -0.38
C -2.4499 0.0813 0.7311 1.049 0.460 -0.346 -0.04
C -3.8378 1.2982 -0.8724 -2.407 0.524 -1.083 -0.75
H -5.1904 -1.6586 0.0643 -0.444 -0.015 -0.496 0.38
H -4.1465 2.2100 -1.4459 0.755 -0.747 0.663 0.24
H 4.3821 0.7346 -1.8667 -1.227 -0.227 2.035 0.34
H 0.2998 -2.1943 0.8887 -0.049 -2.108 1.897 0.35
H 4.6854 0.4478 -0.0809 -0.112 0.215 -0.531 0.32
H 0.0390 0.3395 -0.1893 0.363 1.633 -1.222 0.51
H -3.0926 -1.8629 1.1675 -0.548 0.547 -0.157 0.29
H 1.9162 -0.1564 -1.1970 0.014 0.531 0.399 0.24
H -1.0276 1.0198 2.0638 0.090 -2.344 -0.780 0.29
H -2.1406 2.0351 0.1290 0.417 0.748 -0.449 0.46
H -0.7084 -2.0196 -0.3833 -0.417 0.412 0.060 0.16
H -1.2299 -0.8409 2.3396 0.215 0.995 -0.918 0.28
H 3.8768 3.6816 0.0626 1.677 -0.968 -0.873 0.38
H 3.3714 -0.4947 1.4782 -1.581 0.275 -1.179 0.29
H -5.9160 0.9959 -2.2055 -0.251 -0.712 0.891 0.30
H 1.5924 -2.1791 -0.3947 1.267 -1.399 -1.240 0.59
```
Positions in Å, forces in eV/Å.

energy above the lowest of the compared OMol25 structures with the same formula, charge and spin: 49.43 kcal/mol
total charge: 0
largest force on an atom: 4.07 eV/A
HOMO: -0.32880 hartree
SMILES: N[C@@H](Cc1ccc(O)cc1)C(=O)N[C@@H](CC(=O)O)C(=O)O

---

Entry 5:
DFT (the ωB97M-V functional and the def2-TZVPD basis) results for a cluster of 2 separate species, C13H16O6S in total.

Geometry as XYZ:
```
36
Properties=species:S:1:pos:R:3:forces:R:3:mulliken_charge:R:1
S -2.2409 1.8952 1.9763 -0.081 0.155 -0.104 1.17
O 3.5057 -4.1160 -1.5589 3.073 3.679 2.815 -0.45
O 1.6073 0.7684 -3.0424 -0.630 -4.446 1.093 -0.51
O -3.1928 1.3424 2.9116 0.034 0.007 -0.388 -0.68
O 2.4804 -1.4095 -2.8257 -1.347 1.627 1.192 -0.24
O -2.4875 1.9272 0.5517 -0.217 -0.221 0.319 -0.64
O 4.5240 -2.0985 -1.9547 -1.380 -0.124 2.395 -0.34
C 4.1732 -3.1741 -1.0544 -2.736 -3.186 -3.388 0.24
C 3.4620 -1.1143 -1.8067 1.153 0.596 0.039 -0.33
C 1.4069 -0.4375 -2.7917 -0.376 2.210 0.062 0.38
C 0.2671 2.2682 2.7757 0.213 0.105 -0.009 -0.72
C -0.0219 -1.0552 -2.3708 -1.986 -1.538 0.205 0.41
C -2.2979 -1.1093 -0.9069 2.338 -1.842 -2.603 -0.40
C -1.7986 3.5336 2.5240 0.160 0.432 0.206 -0.73
C -0.9233 -0.4105 -1.2940 -1.316 -3.154 -1.537 -0.15
C -1.7988 -3.0367 -2.7122 1.132 2.903 1.640 -0.39
C -0.6455 1.1440 2.2798 0.552 -0.225 0.116 -0.20
C -0.6198 3.3099 3.4624 0.062 -0.029 0.165 -0.61
C -0.4599 -2.3595 -3.0977 -2.520 0.879 2.601 -0.51
C -2.7064 -2.4290 -1.6072 3.211 1.776 -0.961 -0.46
H 3.9139 -0.0622 -1.9644 -0.748 -1.785 0.158 0.31
H 4.4509 -3.1386 0.0587 -0.093 0.344 -1.669 0.37
H 0.1707 -2.8490 -3.9157 -0.867 0.962 1.459 0.31
H -3.6724 -2.9732 -1.3271 1.601 1.015 -0.422 0.32
H 0.7794 2.7295 1.9250 -0.057 -0.031 0.072 0.31
H -2.1155 -4.0153 -3.2158 0.588 1.720 0.791 0.30
H -0.7751 0.3697 3.0380 -0.134 0.069 -0.107 0.39
H 3.0570 -1.2130 -0.7337 0.089 0.307 -1.595 0.31
H -0.6151 0.5496 -0.7660 -0.528 -1.480 -0.994 0.53
H 1.0350 1.8833 3.4506 -0.071 0.020 -0.086 0.35
H -0.0794 4.2389 3.6553 -0.068 -0.080 -0.007 0.35
H -0.9735 2.9184 4.4217 -0.004 0.071 -0.074 0.30
H -2.9860 -0.6935 -0.0965 1.302 -0.432 -1.368 0.28
H -0.2728 0.7005 1.3563 -0.211 -0.058 0.107 0.00
H -1.4989 4.1094 1.6454 -0.079 -0.095 0.021 0.34
H -2.6513 4.0069 3.0102 -0.058 -0.150 -0.143 0.40
```
Positions in Å, forces in eV/Å.

total charge: 0
largest force on an atom: 5.56 eV/A
HOMO: -0.33264 hartree
SMILES: O=COCOC(=O)c1ccccc1.O=S1(=O)CCCC1

---

Entry 6:
DFT (the ωB97M-V functional and the def2-TZVPD basis) results for a cluster of 2 separate species, C13H16OSi in total.

Geometry as XYZ:
```
31
Properties=species:S:1:pos:R:3:forces:R:3:mulliken_charge:R:1
Si -1.7828 1.5200 -0.6934 1.811 -0.714 1.265 0.51
O -3.8941 -2.8291 0.0143 0.625 -0.607 5.205 -0.49
C -2.7561 2.5925 1.7582 2.942 3.725 -0.557 -0.68
C -2.1446 2.0511 -2.4785 1.376 -0.513 0.251 -1.06
C 1.1012 0.5263 -0.1327 -3.569 2.797 -1.668 0.26
C -1.9024 2.8238 0.7209 -2.303 -2.064 -0.106 -0.23
C 0.9947 -0.7310 0.2482 -1.455 -1.105 2.074 -0.01
C -2.1017 -1.3739 0.1139 -0.174 -0.273 0.074 -0.03
C -2.5095 -2.7015 0.4983 -1.359 -2.057 1.529 -0.45
C 3.4144 -0.8395 0.3291 1.933 1.764 -0.957 0.32
C 2.1916 -1.3501 0.5402 -1.515 -3.348 0.673 -0.13
C -2.2801 -0.2314 -0.2397 0.756 2.274 -0.506 0.06
C 4.7424 -1.5972 0.5411 -0.820 1.532 -0.339 -1.33
C 3.4538 0.5113 -0.1984 -0.050 -0.382 1.016 -0.20
C 2.2570 1.2194 -0.3970 1.098 -1.203 -0.523 -1.01
H -2.9800 1.5274 -2.8902 -0.664 -0.558 -0.096 0.36
H 0.0313 -1.2574 0.6371 1.528 1.057 -1.220 -0.13
H -1.9817 -3.6227 0.1440 0.250 1.237 -0.121 0.27
H -3.5283 1.9437 1.8382 -1.696 -2.795 -0.159 0.31
H 5.2090 -1.6364 -0.4438 0.455 0.224 0.165 0.32
H -3.8743 -2.7778 -0.8808 0.219 0.312 -4.209 0.28
H -2.7808 3.3043 2.5987 0.156 -0.077 -0.420 0.23
H 1.9766 -2.3772 0.9037 1.098 0.422 -0.035 0.24
H -1.2401 1.6741 -3.0362 -0.863 0.772 0.267 0.32
H 4.4114 1.0505 -0.3173 -0.458 -0.570 -0.182 0.31
H 2.2473 2.1504 -0.9359 0.101 0.434 0.343 0.38
H 5.3052 -0.9580 1.2523 0.191 -0.843 -0.448 0.30
H -1.3973 3.7657 0.6260 0.623 0.078 0.288 0.35
H -2.4900 -2.8593 1.6702 -0.395 0.645 -2.293 0.25
H -2.3515 3.1135 -2.6317 0.479 -0.102 0.160 0.32
H 4.6594 -2.6314 0.8413 -0.320 -0.062 0.529 0.35
```
Positions in Å, forces in eV/Å.

energy above the lowest of the compared OMol25 structures with the same formula, charge and spin: 133.76 kcal/mol
total charge: 0
largest force on an atom: 5.28 eV/A
HOMO (spin up / spin down): -0.27064 / -0.26070 hartree